107
Properties=species:S:1:pos:R:3:forces:R:3:lowdin_charge:R:1 method="wB97M-V/def2-TZVPD" lumo_energy_ev="1.47 / 1.46" orbital_gap_ev="5.005 / 6.657" homo_ev="-3.54 / -5.19" e_above_lowest_kcal_mol=37.93 spin_multiplicity=4 e_tot_ev=-116738.4154 max_force_ev_per_a=7.9 total_charge=-1
Cr -0.61282 0.85638 -1.34530 -3.1 0.4 0.3 0.8339
Cs -0.50588 -3.36429 -2.10307 -0.1 0.6 -0.4 1.1394
Li 1.25311 2.60177 0.74106 -0.5 -0.4 -0.5 0.6050
Li -2.27475 -0.07603 1.97580 0.0 0.3 -0.6 0.5644
P -0.28339 -0.36949 0.68266 -2.3 1.7 -0.4 0.0039
O -1.56835 0.28205 0.22905 -7.8 0.9 0.7 -0.4462
O 0.37469 0.98669 0.39042 5.8 1.9 3.6 -0.4277
O -0.04780 -0.94923 -0.68074 3.2 -5.5 -1.5 -0.4984
O -0.74130 -1.03106 1.96488 2.7 -0.9 0.8 -0.3679
S -0.03005 3.40779 -1.57211 -1.2 0.0 -4.5 0.2641
O -0.20869 4.28523 -2.73290 0.8 -0.1 2.0 -0.2993
O 0.51576 3.94003 -0.36413 1.3 2.5 2.6 -0.3815
O -1.27771 2.69415 -1.28773 -3.8 0.0 1.3 -0.3537
O 0.72583 2.18832 -1.87071 4.6 -0.4 -1.9 -0.4090
S -1.53165 -0.15402 -3.73319 0.7 2.6 0.0 0.2169
O -0.19624 0.08111 -3.16457 5.4 -1.2 -3.5 -0.4294
O -1.97428 0.71766 -4.78490 0.3 -0.3 -0.9 -0.2911
O -1.73572 -1.54621 -3.99015 -0.5 -2.7 -0.6 -0.4822
O -2.09678 0.29972 -2.46340 -5.4 0.4 3.3 -0.3951
C -1.61347 -4.17026 1.20326 -2.6 -0.2 1.0 -0.0926
C -2.83079 -3.29914 0.79706 0.3 0.3 -1.0 -0.2695
N -3.49765 -3.70266 -0.48440 0.8 -0.1 0.5 -0.1838
C -3.83387 -2.49385 -1.30827 0.9 -1.9 0.5 -0.2731
C -5.17765 -1.99838 -1.05018 -2.6 0.8 -0.1 -0.0980
C -4.53294 -4.81924 -0.37974 0.4 1.6 -0.2 -0.2001
C -4.89662 -5.49830 -1.73515 1.2 0.1 -0.1 -0.0769
H -1.03799 -4.50133 0.33878 0.2 0.2 0.6 -0.0099
H -2.12232 -5.00485 1.68556 0.5 -0.9 -0.3 0.0555
H -1.14201 -3.68353 2.05703 0.8 0.2 -0.6 0.0684
H -3.52772 -3.14417 1.62070 -0.3 -0.6 0.4 0.1105
H -2.42816 -2.28948 0.71590 -0.1 0.1 -0.8 0.0614
H -3.13396 -1.68236 -1.10897 0.5 -0.3 -0.3 0.0960
H -3.75471 -2.88541 -2.32242 0.1 0.8 -0.4 0.1044
H -5.52677 -1.90391 -0.02193 0.6 -0.2 0.4 0.0632
H -5.32427 -0.99291 -1.44471 0.0 0.0 -0.4 0.0961
H -5.90540 -2.67070 -1.50457 -0.3 0.2 -0.2 0.0687
H -5.45073 -4.39456 0.02695 -0.3 0.0 0.2 0.0904
H -4.12395 -5.45288 0.40722 -0.1 -0.5 -0.4 0.1015
H -5.56919 -6.35516 -1.77460 -0.3 0.1 0.9 0.0631
H -3.99033 -5.89513 -2.19261 0.3 0.1 0.0 0.0620
H -5.29983 -4.80034 -2.46888 0.0 0.3 0.2 0.0622
C 2.44861 0.87585 3.18653 0.2 0.1 -0.2 -0.0661
C 3.37722 1.04635 1.96667 0.0 0.0 1.0 -0.2443
N 3.17681 2.31703 1.26010 -0.6 0.0 -1.4 -0.2240
C 3.74207 3.51004 1.88316 1.2 -0.1 -0.3 -0.2480
C 3.50747 4.82523 1.14316 -0.9 0.4 0.2 -0.0772
C 3.65731 2.21895 -0.16392 -1.2 -0.6 0.1 -0.2381
C 5.11879 1.94573 -0.28313 0.9 0.6 -0.7 -0.0796
H 1.41165 0.70308 2.89850 0.0 0.2 -0.1 0.0458
H 2.53411 1.74953 3.83266 -0.2 0.1 0.0 0.0601
H 2.73135 0.02473 3.80601 0.2 -0.1 -0.1 0.0727
H 4.40450 0.95389 2.31917 0.4 0.2 0.2 0.1054
H 3.27006 0.17863 1.31576 -0.4 0.4 -0.4 0.1037
H 3.46846 3.56025 2.93707 -0.2 0.1 -0.1 0.1101
H 4.82903 3.43900 1.84366 0.5 -0.4 0.5 0.1017
H 2.45092 5.06316 1.01989 -0.1 0.0 0.0 0.0659
H 3.96231 5.63934 1.70747 0.0 0.0 0.2 0.0734
H 3.93286 4.89585 0.14208 0.1 -0.4 0.1 0.0748
H 3.35111 3.11141 -0.70968 0.2 0.2 0.2 0.1098
H 3.07408 1.46997 -0.69963 -0.1 -0.4 0.4 0.1033
H 5.49657 1.19990 0.41625 0.0 0.2 0.1 0.0689
H 5.63524 2.90186 -0.19833 0.5 -0.1 0.5 0.0694
H 5.38547 1.60942 -1.28506 -0.3 -0.3 0.0 0.0623
C 4.27006 -1.89686 -0.61829 0.5 0.7 -0.1 -0.0706
C 4.78821 -1.73899 -2.06786 0.2 0.7 0.0 -0.2409
N 4.49168 -0.42583 -2.74894 -0.5 -2.6 0.8 -0.1513
C 3.00788 -0.40782 -2.99830 0.2 0.8 -1.5 -0.1929
C 2.52873 -1.10240 -4.31310 0.3 -0.1 0.3 -0.0712
C 5.31141 -0.39690 -3.97695 -0.4 1.6 0.9 -0.2758
C 5.20955 0.96357 -4.62494 -1.1 0.5 -2.0 -0.0994
H 4.33204 -2.91487 -0.23366 0.3 -0.1 -0.2 0.0658
H 3.24637 -1.58696 -0.40826 -0.2 0.1 -0.6 0.0529
H 4.88595 -1.25004 0.00652 0.1 -0.1 0.2 0.0553
H 5.87661 -1.77301 -2.11619 0.2 -0.3 0.6 0.0966
H 4.49369 -2.60812 -2.65605 -0.5 -0.1 -0.4 0.0976
H 2.44788 -0.80466 -2.15153 0.3 0.0 0.0 0.0909
H 2.74873 0.64963 -3.05057 -0.4 0.0 -0.1 0.1099
H 1.44294 -1.17405 -4.37654 0.0 0.3 0.3 0.0533
H 2.85587 -0.58538 -5.21519 0.0 0.2 0.1 0.0601
H 2.92098 -2.11270 -4.42949 0.1 -0.3 0.2 0.0570
H 4.98383 -1.16056 -4.68237 0.4 -0.2 -0.1 0.1029
H 6.37335 -0.45796 -3.73895 -0.1 -0.8 0.4 0.1066
H 4.30951 0.99617 -5.23892 -0.4 0.0 0.1 0.0587
H 5.95059 1.10296 -5.41203 0.5 0.0 0.3 0.0663
H 5.13029 1.88406 -4.04657 0.4 -0.4 0.6 0.0778
C -4.83454 0.23248 1.70844 -1.0 1.3 0.8 -0.0655
C -4.60738 0.80160 3.13301 1.8 0.0 -0.5 -0.1787
N -3.12224 1.25356 3.19046 0.3 -0.3 1.3 -0.2238
C -2.71143 2.52527 2.62447 0.4 1.3 -1.3 -0.2688
C -3.52960 3.70818 3.05698 -0.9 0.6 -0.5 -0.0787
C -2.58428 1.22580 4.55917 -1.2 -2.7 1.6 -0.2393
C -2.24070 -0.26375 4.92278 0.2 0.9 0.3 -0.0736
H -4.29312 -0.67754 1.44990 0.1 0.1 0.2 0.0475
H -4.62080 1.02452 0.99074 0.3 -0.2 -0.2 0.0957
H -5.90033 0.03176 1.59934 0.0 -0.3 -0.1 0.0777
H -5.31617 1.55054 3.48629 0.1 0.7 -0.8 0.1026
H -4.82375 0.05286 3.89503 0.8 -0.4 0.0 0.0998
H -1.72247 2.85242 2.94546 0.4 -1.1 0.3 0.1178
H -2.52247 2.42452 1.55572 -0.7 0.2 -0.4 0.1165
H -3.35408 3.97645 4.09876 -0.3 -0.4 0.2 0.0733
H -3.29860 4.63059 2.52414 0.3 -0.2 -0.3 0.0824
H -4.57980 3.51335 2.83962 -0.2 0.2 0.4 0.0657
H -3.37878 1.54330 5.23449 -0.3 0.0 0.3 0.1028
H -1.75976 1.85155 4.90082 0.2 0.2 -1.2 0.1188
H -1.26670 -0.58596 4.55457 -0.1 0.2 -0.5 0.0571
H -3.01062 -0.93374 4.54010 0.0 -0.1 0.1 0.0608
H -2.15815 -0.38824 6.00250 -0.3 0.0 0.2 0.0650